Density functional theory data (wB97M-V/def2-TZVPD) for a structure of composition C40H34N4O7P2STi at a distorted geometry.

```
89
Properties=species:S:1:pos:R:3:lowdin_spin:R:1
Ti 0.590 -0.382 0.430 0.902
O 0.638 0.292 4.414 0.015
C 0.952 0.465 3.268 0.005
O 0.240 0.046 2.236 0.021
C 2.193 1.237 2.881 -0.001
C 2.817 1.948 3.900 0.000
C 3.949 2.685 3.616 -0.001
C 4.496 2.744 2.354 0.000
C 3.858 2.045 1.350 -0.001
C 2.724 1.269 1.584 0.000
O 2.185 0.528 0.592 -0.014
N 4.459 2.143 -0.003 0.000
O 3.718 2.085 -0.962 0.000
O 5.657 2.267 -0.054 0.000
N 4.607 3.444 4.705 0.000
O 4.133 3.337 5.811 0.000
O 5.570 4.110 4.403 0.000
H 2.409 1.908 4.900 0.000
H 5.388 3.321 2.153 0.000
C -0.673 3.105 -0.809 0.000
C 0.336 2.277 -1.620 0.004
P -0.509 0.802 -2.374 0.013
C 0.628 -0.615 -2.053 0.013
C 0.018 -1.881 -2.007 0.003
C 0.772 -3.044 -2.121 0.000
C 2.153 -2.963 -2.208 0.005
C 2.783 -1.723 -2.191 0.000
C 2.032 -0.559 -2.126 0.002
C -0.331 1.050 -4.169 0.007
C 0.650 0.495 -4.982 0.000
C 0.663 0.751 -6.346 0.000
C -0.303 1.571 -6.910 0.000
C -1.292 2.125 -6.108 0.000
C -1.314 1.854 -4.750 0.001
C -1.155 2.496 0.523 0.000
P -1.896 0.801 0.489 -0.006
C -2.740 0.614 2.094 -0.002
C -2.592 -0.536 2.858 0.000
C -3.320 -0.709 4.025 0.000
C -4.202 0.274 4.445 0.000
C -4.357 1.431 3.693 0.000
C -3.634 1.594 2.523 0.000
C -3.317 0.898 -0.631 -0.001
C -3.940 2.100 -0.945 0.000
C -5.041 2.120 -1.794 0.000
C -5.529 0.938 -2.326 0.000
C -4.925 -0.271 -1.998 0.000
C -3.827 -0.286 -1.158 0.000
H -1.539 3.323 -1.438 0.000
H -0.216 4.067 -0.566 0.000
H 1.190 1.990 -0.996 0.001
H 0.754 2.879 -2.428 0.000
H -1.068 -1.938 -1.981 0.000
H 0.276 -4.005 -2.148 0.000
H 2.742 -3.865 -2.302 0.000
H 3.860 -1.660 -2.275 0.000
H 2.519 0.406 -2.190 0.000
H 1.418 -0.146 -4.564 0.000
H 1.431 0.312 -6.968 0.000
H -0.292 1.771 -7.972 0.000
H -2.056 2.755 -6.543 0.000
H -2.111 2.264 -4.138 0.000
H -1.883 3.168 0.984 0.000
H -0.319 2.434 1.230 0.000
H -1.877 -1.297 2.567 0.000
H -3.184 -1.604 4.616 0.000
H -4.766 0.141 5.358 0.000
H -5.042 2.202 4.015 0.000
H -3.785 2.496 1.943 0.000
H -3.582 3.034 -0.534 0.000
H -5.516 3.061 -2.032 0.000
H -6.382 0.954 -2.991 0.000
H -5.311 -1.197 -2.400 0.000
H -3.361 -1.235 -0.910 0.000
N 1.117 -7.162 2.265 -0.001
C 2.101 -6.254 2.347 0.000
S 3.590 -6.564 2.911 0.006
C 1.712 -4.855 1.852 0.014
C 0.397 -4.467 1.618 -0.003
C 0.144 -3.185 1.169 0.013
N 1.126 -2.306 0.945 -0.003
C 2.392 -2.658 1.198 0.012
C 2.718 -3.925 1.644 -0.004
H 1.306 -8.094 2.600 0.000
H 0.206 -6.973 1.891 0.000
H -0.456 -5.107 1.792 0.000
H -0.875 -2.863 0.968 0.000
H 3.153 -1.908 1.023 0.000
H 3.748 -4.189 1.838 0.000
```

The value obtained for the largest force on an atom is 0.022 Eh/bohr. The value obtained for the HOMO energy (alpha / beta) is -10.90 / -10.92 eV. Its HOMO-LUMO gap (alpha / beta) is 7.22 / 7.05 eV. The multiplicity is 2. Its charge is +1. As for the energy above the lowest of the compared OMol25 structures with the same formula, charge and spin: 0.000 eV. As for the LUMO energy (alpha / beta): -3.686 / -3.873 eV. Its expectation value of S² is 0.754.

---

Density functional theory data (wB97M-V/def2-TZVPD) for a structure of composition C40H35N5O2P2RhS3 at a distorted geometry.

```
88
Properties=species:S:1:pos:R:3:lowdin_spin:R:1
Rh 0.877 -0.295 -0.283 2.191
N 1.324 -0.807 -2.607 0.073
C 0.113 -1.005 -3.339 0.009
C 0.049 -0.685 -4.689 0.005
C -1.135 -0.846 -5.392 0.004
C -2.273 -1.327 -4.754 0.005
C -2.218 -1.629 -3.404 0.006
C -1.035 -1.469 -2.683 0.019
P -0.928 -1.750 -0.898 0.116
C -2.557 -1.328 -0.230 0.018
C -3.612 -2.239 -0.193 0.005
C -4.853 -1.845 0.287 0.001
C -5.046 -0.545 0.739 0.002
C -3.995 0.361 0.722 0.000
C -2.754 -0.032 0.245 0.009
C -0.659 -3.505 -0.614 0.021
C -0.019 -3.861 0.574 0.007
C 0.200 -5.198 0.871 0.000
C -0.220 -6.179 -0.020 0.003
C -0.852 -5.825 -1.206 0.001
C -1.070 -4.488 -1.508 0.006
H 2.002 -0.260 -3.122 0.002
H 1.780 -1.655 -2.253 0.001
H 0.934 -0.313 -5.192 0.000
H -1.168 -0.596 -6.445 0.000
H -3.196 -1.454 -5.303 0.000
H -3.115 -1.958 -2.891 0.000
H -3.461 -3.261 -0.521 0.000
H -5.670 -2.554 0.313 0.000
H -6.014 -0.245 1.119 0.000
H -4.136 1.369 1.092 0.000
H -1.926 0.669 0.262 0.005
H 0.304 -3.098 1.275 0.002
H 0.698 -5.469 1.793 0.000
H -0.051 -7.223 0.210 0.000
H -1.173 -6.591 -1.900 0.000
H -1.542 -4.217 -2.447 0.000
N 4.898 3.482 4.970 0.001
C 4.250 2.456 4.337 0.001
C 3.872 1.310 5.043 0.000
C 3.222 0.273 4.405 0.002
C 2.940 0.369 3.045 0.002
C 3.319 1.498 2.324 0.001
C 3.967 2.531 2.965 0.000
S 2.018 -0.904 2.314 0.017
O 2.112 -2.080 3.124 0.014
O 0.652 -0.389 2.085 0.069
N 2.559 -1.047 0.780 0.162
C 3.189 -2.242 0.361 0.014
N 2.853 -2.662 -0.861 0.006
C 3.460 -3.773 -1.281 0.000
C 4.371 -4.463 -0.510 0.004
C 4.639 -3.925 0.738 0.000
N 4.066 -2.811 1.179 0.009
H 5.115 3.429 5.947 0.000
H 5.182 4.302 4.469 0.000
H 4.101 1.234 6.100 0.000
H 2.940 -0.617 4.949 0.000
H 3.127 1.563 1.260 0.000
H 4.272 3.407 2.404 0.000
H 3.189 -4.122 -2.272 0.000
H 4.854 -5.362 -0.864 0.000
H 5.346 -4.397 1.412 0.000
S 1.318 5.214 -0.347 0.836
P 0.130 3.543 -0.534 0.087
S 1.245 1.956 -1.048 0.135
C -1.114 3.805 -1.803 0.010
C -1.725 2.686 -2.374 0.002
C -2.766 2.856 -3.271 0.001
C -3.193 4.134 -3.610 0.002
C -2.575 5.247 -3.060 0.001
C -1.534 5.087 -2.155 0.004
C -0.680 3.555 1.053 0.047
C -0.387 2.576 1.994 0.014
C -1.017 2.609 3.229 0.003
C -1.911 3.629 3.525 0.019
C -2.190 4.622 2.588 -0.002
C -1.575 4.593 1.349 0.026
H -1.379 1.689 -2.130 0.001
H -3.239 1.988 -3.713 0.000
H -4.006 4.262 -4.314 0.000
H -2.898 6.242 -3.339 0.000
H -1.042 5.958 -1.741 0.000
H 0.308 1.784 1.774 0.001
H -0.798 1.834 3.953 0.000
H -2.394 3.657 4.494 0.001
H -2.889 5.413 2.824 0.000
H -1.804 5.357 0.616 0.000
```

The value obtained for the largest force on an atom is 0.020 Eh/bohr. The value obtained for the HOMO energy (alpha / beta) is -10.04 / -10.09 eV. Its HOMO-LUMO gap (alpha / beta) is 7.87 / 4.53 eV. The multiplicity is 5. Its charge is +1. As for the LUMO energy (alpha / beta): -2.173 / -5.567 eV. Its expectation value of S² is 6.012.